1.
{"formula": "C9H14", "method": "ωB97M-V with the def2-TZVPD basis set", "symbols": ["C", "C", "C", "C", "C", "C", "C", "C", "C", "H", "H", "H", "H", "H", "H", "H", "H", "H", "H", "H", "H", "H", "H"], "coordinates": [[-2.40842, -0.90935, -0.13273], [2.30394, 0.59650, -0.79622], [0.15315, 0.81913, 2.27084], [-0.21854, 0.20435, -0.71340], [-1.17868, -0.17026, 0.33605], [1.13785, -0.35753, -0.78540], [-0.98494, 0.07682, 1.64710], [-0.61640, 1.06825, -1.66620], [1.32958, -1.68658, -0.83991], [-1.73116, -0.27409, 2.35779], [-3.01992, -0.28210, -0.78982], [-3.04585, -1.21500, 0.70438], [-2.12910, -1.81688, -0.67843], [3.23247, 0.09396, -1.08904], [2.15543, 1.42138, -1.49941], [2.46003, 1.01974, 0.20085], [-1.60832, 1.50867, -1.66060], [0.03056, 1.35351, -2.48926], [0.49724, -2.38311, -0.83428], [2.32607, -2.11322, -0.88821], [0.90200, 0.11674, 2.64845], [0.62885, 1.52019, 1.58113], [-0.21580, 1.40894, 3.11640]], "forces_ev_per_a": [[-0.2, -0.1, 0.2], [0.3, 0.0, -0.1], [0.0, 0.1, 0.0], [-0.6, 1.5, -1.3], [-0.3, -0.5, 1.6], [0.9, -1.3, 0.1], [-0.2, -0.1, -0.8], [0.2, -0.3, 0.4], [-0.1, 0.7, 0.1], [-0.1, 0.0, -0.2], [0.1, -0.1, -0.1], [0.2, 0.1, 0.0], [-0.1, 0.2, -0.1], [-0.2, 0.0, 0.1], [-0.1, 0.0, 0.2], [-0.1, 0.1, -0.1], [0.1, -0.1, 0.0], [0.0, 0.0, 0.1], [0.0, 0.1, 0.1], [-0.1, 0.1, -0.1], [0.1, 0.1, 0.0], [0.0, -0.2, 0.0], [0.1, -0.1, 0.0]], "e_above_lowest_ev": 1.7486, "total_charge": 0, "max_force_ha_per_bohr": 0.0399, "homo_lumo_gap_ev": 9.5, "energy_ha": -351.2659, "lumo_ev": 0.99}

***

2.
{"formula": "CH6N", "method": "ωB97M-V with the def2-TZVPD basis set", "symbols": ["C", "N", "H", "H", "H", "H", "H", "H"], "coordinates": [[-0.03536, 0.62738, 0.42079], [0.03030, -0.57412, -0.40121], [-1.14493, 0.95746, 0.61310], [0.42004, 0.45005, 1.41223], [0.43147, 1.37218, -0.09276], [0.90014, -0.96061, -0.44594], [-0.04326, -0.55680, -1.43274], [-0.55840, -1.31554, -0.07347]], "forces_ev_per_a": [[-3.4, 0.0, 2.4], [-1.8, -0.5, -1.5], [2.1, -0.9, -0.6], [-0.1, -0.1, -0.7], [1.4, 2.2, -1.1], [3.8, -1.4, 1.1], [-1.3, 1.1, 0.3], [-0.8, -0.6, 0.3]], "e_above_lowest_ev": 0.6348, "total_charge": 1, "max_force_ha_per_bohr": 0.0813, "homo_lumo_gap_ev": 14.9, "energy_ha": -96.1652, "lumo_ev": -4.24}

***

3.
{"formula": "C3H4O2", "method": "ωB97M-V with the def2-TZVPD basis set", "symbols": ["C", "C", "C", "O", "O", "H", "H", "H", "H"], "coordinates": [[0.29165, 1.63955, 1.60119], [0.43011, 0.55786, 0.70799], [0.17047, -0.72761, -0.28215], [0.90891, 0.39651, 2.09829], [1.22819, 1.76529, 0.50536], [-0.37216, 2.26045, 2.04730], [1.13604, -1.01917, -0.65428], [-0.47262, -0.59601, -1.21178], [-0.35348, -1.47031, 0.18642]], "forces_ev_per_a": [[2.1, -4.5, -2.8], [0.0, -1.1, -0.1], [0.1, 4.2, -1.1], [-0.7, 0.6, -0.5], [-0.5, 0.1, -0.2], [-1.6, 1.9, 1.2], [0.5, -0.3, 0.2], [0.8, 0.9, 1.2], [-0.8, -1.9, 1.9]], "e_above_lowest_ev": 4.8107, "total_charge": 0, "max_force_ha_per_bohr": 0.1110, "homo_lumo_gap_ev": 10.4, "energy_ha": -267.0160, "lumo_ev": 0.93}